Record 1
Here is a structure of composition C26H22AlF2N4O2 from the OMol25 dataset. Energies are from wB97M-V/def2-TZVPD.

Values from the calculation:
HOMO level (alpha / beta) in eV: -2.637 / -2.151
Energy relative to the best compared isomer or geometry (same formula, charge and spin) in eV: 0.000
Orbital gap (alpha / beta) in eV: 5.48 / 4.99
Charge: -1

Cartesian coordinates (Å):
Al 0.8985 0.5756 1.0621
F 1.6422 -5.0075 3.5121
C 1.3523 -4.1818 2.4733
C 1.9859 -2.9648 2.3870
C 1.7172 -2.0969 1.3273
C 0.7720 -2.4741 0.3323
C 0.1641 -3.7180 0.5065
F -0.8161 -4.1162 -0.3488
C 0.4255 -4.5947 1.5427
C 0.3720 -1.5904 -0.7815
C 0.1096 -2.0810 -2.0490
C -0.3446 -1.2687 -3.0797
C -0.5327 0.1167 -2.7848
C -0.2430 0.5772 -1.5436
N 0.2060 -0.2147 -0.5127
H 2.6995 -2.6823 3.1499
H -0.0906 -5.5402 1.6196
H 0.2758 -3.1340 -2.2302
H -0.5245 -1.6676 -4.0677
H -0.8828 0.8130 -3.5353
H -0.3516 1.6282 -1.2999
C 2.3516 -0.7539 1.3087
H 3.0563 -0.6432 2.1327
H 2.8954 -0.5914 0.3698
O 1.9314 2.1122 0.4865
C 0.9700 2.8945 0.8903
N -0.0757 2.1872 1.4287
C -1.0728 3.0493 1.8563
O -2.1556 2.7104 2.3594
C -0.5870 4.3935 1.5369
C -1.1676 5.6436 1.7284
C -0.4721 6.7704 1.3370
C 0.8118 6.6594 0.7459
C 1.4040 5.4371 0.5426
C 0.7068 4.2804 0.9393
H -2.1481 5.7182 2.1842
H -0.9054 7.7526 1.4817
H 1.3326 7.5620 0.4478
H 2.3833 5.3600 0.0865
N -0.4442 -0.4297 2.3726
C -1.5679 -0.6962 2.3437
N -2.8452 -1.0036 2.3039
C -3.2557 -1.8789 1.1864
C -3.2421 -1.1084 -0.1406
C -3.4594 0.3914 0.1002
C -4.4139 0.6261 1.2670
C -3.7890 0.1122 2.5717
H -4.2604 -2.2186 1.4437
H -2.6031 -2.7511 1.1644
H -4.0288 -1.5125 -0.7838
H -2.2962 -1.2699 -0.6585
H -3.8349 0.8627 -0.8083
H -2.5071 0.8791 0.3239
H -5.3683 0.1253 1.0714
H -4.6141 1.6906 1.3883
H -4.5469 -0.2641 3.2617
H -3.2246 0.9148 3.0427

***

Record 2
Here is a structure of composition C4H11O3 in a non-equilibrium geometry from the OMol25 dataset. Energies are from wB97M-V/def2-TZVPD.

Values from the calculation:
HOMO level in eV: -4.484
Energy relative to the best compared isomer or geometry (same formula, charge and spin) in eV: 4.605
Orbital gap in eV: 7.28
Charge: -1

Cartesian coordinates (Å):
C 3.2966 -0.1485 -0.4397
O 3.5209 -0.7286 0.7562
C 1.9214 0.5064 -0.4119
C 0.8451 -0.2857 0.0439
C -0.5625 0.2480 0.0873
O -3.2883 -0.2583 1.4972
H 4.0429 0.6337 -0.6974
H 3.2865 -0.8709 -1.2950
H 1.7911 1.5503 -0.6730
H 1.5708 0.3887 0.7941
H 1.0614 -1.3363 0.1311
H -1.2992 -0.4770 0.4283
H -0.6084 1.0753 0.7943
H -0.8915 0.5474 -0.9063
H -4.0238 -0.8034 1.7629
H -4.0664 0.2272 -1.2342
H -3.3662 -0.1704 0.2951
O -3.2305 -0.0979 -0.9329

***

Record 3
Here is the ion C10H20BN2O4S with charge +1 in a non-equilibrium geometry from the OMol25 dataset. Energies are from wB97M-V/def2-TZVPD.

Values from the calculation:
HOMO level in eV: -12.427
Energy relative to the best compared isomer or geometry (same formula, charge and spin) in eV: 0.000
Orbital gap in eV: 8.13
Charge: +1

Cartesian coordinates (Å):
C 2.4640 -1.0311 -1.9475
C 2.5108 -1.6811 -0.4723
O 2.4031 -3.1229 -0.6247
C 1.4823 -1.0455 0.5786
C -0.0579 -1.3161 0.2583
N -0.7748 -2.5768 0.4629
C -2.1441 -2.3598 0.0880
S -3.2609 -3.8042 0.3187
N -2.4447 -1.0080 -0.3848
B -3.7825 -0.4616 -0.8140
O -3.9606 0.8840 -1.3543
O -5.0051 -1.2374 -0.6719
C -1.1316 -0.3087 -0.2936
C -0.8031 1.2115 -0.6546
C -0.4776 2.1380 0.6362
C 1.0340 2.7235 0.6101
C 1.6980 2.8580 2.0774
O 2.5149 4.0628 2.1295
H 3.5305 -0.6463 -2.1988
H 2.2411 -1.8297 -2.7588
H 1.7398 -0.1532 -2.0612
H 3.5777 -1.4784 -0.0583
H 3.2748 -3.3862 -1.0199
H 1.6916 -1.5252 1.6156
H 1.6320 0.0842 0.6713
H -0.4697 -3.5003 0.8028
H -3.9954 -4.0640 -0.8317
H -4.0708 1.5202 -0.5971
H -5.3078 -1.2443 0.2645
H 0.1697 1.2015 -1.2888
H -1.5871 1.7362 -1.2979
H -0.7554 1.6431 1.6385
H -1.1714 3.0644 0.5503
H 1.0787 3.7826 0.1371
H 1.7599 2.0758 -0.0188
H 0.8880 2.8381 2.8968
H 2.3981 1.9675 2.2715
H 3.1118 3.9894 1.3409

***

Record 4
Here is a cluster of 14 separate species, C51H87F3N11O15S3 in total in a non-equilibrium geometry from the OMol25 dataset. Energies are from wB97M-V/def2-TZVPD.

Values from the calculation:
HOMO level in eV: -0.119
Orbital gap in eV: 4.06
Charge: -3

Cartesian coordinates (Å):
C 1.6358 4.4785 -5.5070
O 0.6180 3.5305 -5.2238
C 1.0178 2.5721 -4.2859
C 1.4298 1.2850 -4.9930
N 0.3137 0.7918 -5.8294
H -0.1969 1.5341 -6.3280
H 0.7288 0.2204 -6.5705
C -0.7302 -0.0800 -5.1749
C -0.3292 -1.4859 -4.8548
O 0.3616 -1.4673 -3.6512
C 0.6386 -2.7569 -3.1833
H 1.4205 5.1292 -6.3612
H 2.6006 3.9803 -5.6708
H 1.6524 5.2264 -4.7006
H 0.1476 2.4022 -3.6382
H 1.8034 2.9600 -3.6316
H 1.8697 0.5191 -4.3645
H 2.2104 1.6036 -5.6985
H -1.5637 -0.0280 -5.8723
H -1.0295 0.4546 -4.2731
H 0.2953 -1.8956 -5.6729
H -1.2069 -2.1373 -4.8733
H 1.4273 -3.3004 -3.7359
H -0.2541 -3.3868 -3.2835
H 0.9704 -2.7792 -2.1470
C 1.8064 0.2801 -1.2862
O 0.5961 -0.0353 -0.6292
C -0.5953 0.2200 -1.3727
C -1.8850 -0.0844 -0.6484
N -2.3570 1.1191 0.0879
H -2.0887 1.9946 -0.4576
H -3.4291 1.1069 0.1595
C -1.8450 1.3171 1.4434
C -2.3889 0.3715 2.4906
O -1.5982 -0.8409 2.4706
C -1.6422 -1.5762 3.6562
H 1.7781 1.3505 -1.5447
H 1.9585 -0.3709 -2.1486
H 2.5961 0.1554 -0.5447
H -0.6062 -0.4446 -2.2596
H -0.4939 1.1707 -1.9233
H -1.6954 -0.9360 0.0043
H -2.6736 -0.3197 -1.3594
H -2.2029 2.3105 1.7447
H -0.7713 1.4721 1.5324
H -3.4083 0.0567 2.2311
H -2.3202 0.8685 3.4685
H -0.9394 -1.1095 4.3560
H -1.3114 -2.6016 3.5041
H -2.6657 -1.5779 4.0373
S -5.9949 0.3359 1.2356
O -6.0678 0.2556 2.7298
O -5.8209 -1.0475 0.7017
O -7.2662 0.8567 0.7176
O -4.8652 1.2237 0.8803
S -2.0625 4.6047 -1.8797
O -1.6224 5.5378 -0.8074
O -3.0926 5.2007 -2.7465
O -0.8634 4.3607 -2.7601
O -2.6567 3.3990 -1.2435
C -4.3486 0.9060 -6.7176
F -5.4980 0.3694 -7.0941
F -3.3637 0.1319 -7.2680
F -4.1974 2.0970 -7.2955
S -4.2077 1.0708 -4.8126
O -3.5981 -0.2131 -4.4416
O -3.3565 2.2227 -4.6038
O -5.5526 1.2633 -4.3515
C 1.7625 -3.1475 0.8214
C 1.6879 -4.5532 0.1773
N 2.3158 -5.5188 1.0814
C 2.9121 -6.6609 0.4150
C 2.0163 -7.4509 -0.5310
C 1.4153 -5.9879 2.1224
C 2.1997 -6.5342 3.3161
H 1.2301 -3.1991 1.7662
H 1.2206 -2.4881 0.1419
H 2.8056 -2.8864 0.9737
H 0.6172 -4.7835 0.0690
H 2.0515 -4.5352 -0.8523
H 3.7803 -6.3789 -0.2011
H 3.4342 -7.3176 1.1184
H 1.6533 -6.8202 -1.3470
H 2.5783 -8.3155 -0.9020
H 1.0851 -7.8952 -0.1596
H 0.7304 -6.7848 1.7923
H 0.7297 -5.2135 2.4626
H 1.5764 -6.5275 4.2108
H 3.0569 -5.8909 3.5316
H 2.6251 -7.5204 3.1328
N -0.0029 4.8315 1.3531
C -0.4269 4.7407 2.6456
C 0.1608 3.6013 3.1569
C 0.8601 2.9571 2.1289
C 0.6952 3.7246 0.9928
H -0.3203 5.4934 0.6310
H -1.1664 5.4274 3.0138
H -0.0124 3.1975 4.1452
H 1.2631 1.9557 2.1722
H 0.9817 3.5569 -0.0281
N 1.7100 4.9647 -2.3068
C 1.7110 5.9344 -3.2698
C 3.0074 6.3931 -3.3677
C 3.8474 5.5022 -2.6557
C 2.9937 4.6468 -1.9786
H 0.8353 4.4173 -2.1582
H 0.7983 6.2741 -3.7276
H 3.3707 7.2429 -3.9346
H 4.9173 5.5259 -2.5317
H 3.1677 3.7127 -1.4658
N -4.7570 2.1393 4.1808
C -3.9867 3.2146 3.8671
C -3.0246 3.3743 4.8284
C -3.1544 2.2917 5.7477
C -4.2770 1.6198 5.3344
H -5.4607 1.6688 3.5610
H -4.1331 3.7737 2.9559
H -2.3726 4.2353 4.8512
H -2.5434 2.0740 6.6059
H -4.7169 0.6964 5.6774
N -5.1341 -2.0465 4.0457
C -4.2637 -2.2939 5.0882
C -3.8515 -3.5907 4.9690
C -4.5654 -4.2102 3.9021
C -5.2761 -3.1814 3.3276
H -5.4170 -1.1224 3.6458
H -4.1257 -1.5541 5.8540
H -3.3541 -4.2143 5.7058
H -4.4360 -5.2160 3.5457
H -5.9628 -3.1536 2.4928
N -3.7635 -2.5026 -0.3537
C -3.6267 -2.7105 -1.6965
C -2.6532 -3.6993 -1.8794
C -2.1922 -4.0210 -0.5699
C -2.8482 -3.2300 0.3373
H -4.5453 -1.9207 0.0452
H -4.2778 -2.1186 -2.3252
H -2.2754 -4.1488 -2.7853
H -1.3987 -4.7266 -0.3688
H -2.7382 -3.2230 1.4101
N 7.0138 -0.1115 2.3220
C 5.7131 -0.2825 1.9523
C 5.0532 0.8874 2.0305
C 6.0111 1.8990 2.3089
C 7.1995 1.2517 2.5795
H 7.7131 -0.8154 2.4018
H 5.3730 -1.2196 1.5366
H 4.0771 1.1936 1.6819
H 5.7881 2.9366 2.4926
H 8.1738 1.5591 2.9182
N 2.3707 -0.5019 6.6304
C 1.5002 0.2904 7.3554
C 0.6679 0.9330 6.4547
C 0.9973 0.4347 5.1724
C 2.1658 -0.2847 5.2849
H 2.9467 -1.2202 7.0158
H 1.5709 0.1825 8.4262
H -0.2949 1.3026 6.7798
H 0.4885 0.6596 4.2467
H 2.6959 -0.8047 4.5047
N 5.2056 0.3277 -4.0003
C 5.4718 1.6446 -3.7571
C 5.5395 1.8109 -2.3993
C 5.1726 0.5759 -1.8142
C 5.0481 -0.3491 -2.8139
H 5.0971 -0.0767 -4.9071
H 5.7189 2.3143 -4.5636
H 5.8985 2.6915 -1.9017
H 5.0026 0.3893 -0.7674
H 4.6636 -1.3540 -2.8561